# 1
Computed, not measured: a structure of composition C44H60LiNPSbSi2, with wB97M-V/def2-TZVPD.

As for the highest occupied orbital energy: -6.83 eV. As for the net charge: 0. For the orbital gap, the calculation gives 7.397 eV.

Cartesian coordinates (Å):
1 Li 0.300 0.533 0.523
2 C 1.022 0.117 4.395
3 Si 2.462 0.479 3.235
4 C 3.276 -1.152 2.740
5 C 3.709 1.324 4.382
6 C 1.865 1.351 1.722
7 C 0.843 2.386 1.909
8 C 0.774 3.282 2.999
9 C -0.188 4.261 3.038
10 C -1.112 4.365 1.999
11 C -1.030 3.437 0.987
12 N -0.117 2.467 0.947
13 Si 3.148 1.927 0.509
14 C 3.943 0.536 -0.484
15 C 4.613 2.826 1.286
16 C 2.446 3.203 -0.690
17 H 1.326 -0.563 5.191
18 H 0.176 -0.325 3.875
19 H 0.658 1.029 4.867
20 H 3.226 -1.871 3.558
21 H 4.329 -1.013 2.501
22 H 2.794 -1.593 1.869
23 H 3.854 0.682 5.254
24 H 3.360 2.289 4.747
25 H 4.680 1.481 3.926
26 H 1.511 3.205 3.783
27 H -0.216 4.960 3.865
28 H -1.872 5.132 1.985
29 H -1.755 3.445 0.178
30 H 4.404 -0.201 0.169
31 H 4.719 0.933 -1.138
32 H 3.220 0.019 -1.108
33 H 5.239 2.158 1.870
34 H 4.281 3.629 1.943
35 H 5.242 3.265 0.509
36 H 1.626 2.824 -1.298
37 H 3.239 3.546 -1.355
38 H 2.069 4.070 -0.148
39 C 3.575 1.361 -6.369
40 C 3.498 0.045 -5.944
41 C 2.685 -0.296 -4.871
42 C 1.944 0.682 -4.219
43 C 2.033 2.004 -4.644
44 C 2.842 2.343 -5.717
45 Sb 0.665 0.243 -2.574
46 C -1.155 0.849 -3.502
47 C -1.940 1.755 -2.800
48 C -3.120 2.244 -3.346
49 C -3.520 1.830 -4.605
50 C -2.733 0.940 -5.324
51 C -1.553 0.459 -4.779
52 C 0.598 -1.880 -2.824
53 C 1.641 -2.592 -2.237
54 C 1.732 -3.970 -2.380
55 C 0.768 -4.655 -3.100
56 C -0.284 -3.959 -3.678
57 C -0.362 -2.580 -3.549
58 H 4.206 1.624 -7.207
59 H 4.070 -0.722 -6.448
60 H 2.630 -1.329 -4.552
61 H 1.466 2.781 -4.143
62 H 2.903 3.372 -6.042
63 H -1.631 2.082 -1.815
64 H -3.722 2.949 -2.788
65 H -4.437 2.208 -5.034
66 H -3.034 0.631 -6.315
67 H -0.929 -0.201 -5.368
68 H 2.393 -2.080 -1.651
69 H 2.552 -4.506 -1.919
70 H 0.830 -5.730 -3.207
71 H -1.044 -4.490 -4.233
72 H -1.199 -2.059 -3.994
73 C -2.260 -4.023 1.473
74 C -1.172 -2.952 1.543
75 C -0.401 -3.072 2.860
76 C -0.155 -3.223 0.419
77 P -1.694 -1.159 1.341
78 C -2.438 -0.601 2.921
79 C -2.289 0.745 3.243
80 C -2.859 1.277 4.390
81 C -3.577 0.461 5.249
82 C -3.729 -0.884 4.948
83 C -3.173 -1.406 3.791
84 C -3.171 -1.001 0.193
85 C -4.466 -1.673 0.646
86 C -3.430 0.508 0.117
87 C -2.777 -1.499 -1.201
88 H -1.807 -4.993 1.691
89 H -2.693 -4.088 0.477
90 H -3.070 -3.872 2.182
91 H 0.045 -4.067 2.908
92 H -1.027 -2.937 3.740
93 H 0.410 -2.347 2.911
94 H 0.234 -4.238 0.521
95 H 0.692 -2.537 0.485
96 H -0.580 -3.131 -0.578
97 H -1.709 1.389 2.599
98 H -2.723 2.326 4.612
99 H -4.013 0.868 6.150
100 H -4.286 -1.531 5.613
101 H -3.316 -2.456 3.578
102 H -4.704 -1.442 1.685
103 H -4.441 -2.752 0.527
104 H -5.288 -1.297 0.033
105 H -3.859 0.885 1.046
106 H -4.134 0.708 -0.693
107 H -2.519 1.072 -0.086
108 H -2.660 -2.581 -1.234
109 H -1.841 -1.049 -1.547
110 H -3.552 -1.225 -1.919

Atom charges from the Löwdin analysis, given in e for atoms 1 to 2:
1 Li 0.387
2 C -0.169



# 2
Computed, not measured: a structure of composition C50H51BrMoN6O4Te, with wB97M-V/def2-TZVPD.

Its multiplicity is 2. Its expectation value of S² is 0.76. The calculation puts the energy relative to the best compared isomer or geometry (same formula, charge and spin) at 0.0000 eV. As for the highest occupied orbital energy (alpha / beta): -9.75 / -9.75 eV. As for the net charge: +1. For the orbital gap (alpha / beta), the calculation gives 6.328 / 5.368 eV.

Cartesian coordinates (Å):
1 Mo 1.755 -0.025 -1.265
2 O -1.161 -2.321 -3.391
3 C -0.535 -3.505 -3.584
4 C -1.074 -4.372 -4.531
5 C -0.487 -5.601 -4.768
6 C 0.654 -5.988 -4.076
7 C 1.190 -5.125 -3.135
8 C 0.608 -3.890 -2.871
9 C 1.171 -3.028 -1.770
10 O 1.132 -1.676 -2.076
11 N 0.360 -3.231 -0.568
12 N 0.857 -2.589 0.530
13 C 0.572 -3.100 1.663
14 C 0.963 -2.529 2.945
15 Br 1.549 -0.728 2.935
16 C 0.881 -3.165 4.118
17 C 0.513 -4.578 4.317
18 C -0.307 -4.920 5.393
19 C -0.678 -6.236 5.611
20 C -0.215 -7.238 4.769
21 C 0.631 -6.917 3.719
22 C 0.997 -5.598 3.496
23 H -0.578 -1.753 -2.855
24 H -1.956 -4.054 -5.070
25 H -0.920 -6.261 -5.508
26 H 1.118 -6.945 -4.271
27 H 2.085 -5.407 -2.590
28 H 2.216 -3.326 -1.572
29 H 0.113 -4.206 -0.420
30 H -0.019 -4.016 1.726
31 H 1.095 -2.597 5.016
32 H -0.658 -4.145 6.064
33 H -1.324 -6.482 6.443
34 H -0.499 -8.267 4.943
35 H 1.021 -7.697 3.078
36 H 1.691 -5.361 2.700
37 C 4.470 0.705 -4.515
38 C 3.821 0.309 -3.235
39 N 2.650 0.745 -2.912
40 N 1.935 1.602 -3.706
41 C 0.673 1.625 -3.308
42 O 0.175 0.905 -2.353
43 C -0.249 2.550 -4.006
44 C -1.595 2.561 -3.648
45 C -2.472 3.440 -4.265
46 C -2.008 4.307 -5.244
47 C -0.667 4.293 -5.608
48 C 0.212 3.418 -4.993
49 C 4.442 -0.649 -2.276
50 C 5.706 -1.178 -2.478
51 C 6.240 -2.046 -1.535
52 C 5.502 -2.372 -0.414
53 C 4.230 -1.833 -0.284
54 N 3.714 -1.004 -1.186
55 H 4.187 1.727 -4.755
56 H 4.094 0.071 -5.322
57 H 5.552 0.623 -4.481
58 H -1.946 1.863 -2.899
59 H -3.518 3.444 -3.988
60 H -2.692 4.990 -5.729
61 H -0.308 4.966 -6.375
62 H 1.257 3.401 -5.268
63 H 6.277 -0.921 -3.357
64 H 7.230 -2.457 -1.682
65 H 5.885 -3.036 0.346
66 H 3.589 -2.063 0.557
67 C 3.790 1.825 1.620
68 C 2.362 1.872 1.142
69 O 1.526 2.547 1.741
70 N 2.061 1.154 0.033
71 Te -0.912 2.509 0.253
72 C -2.127 4.167 0.662
73 C -3.514 4.044 0.790
74 C -4.245 2.736 0.653
75 C -4.245 5.199 1.049
76 C -3.638 6.441 1.180
77 C -4.447 7.672 1.475
78 C -2.257 6.527 1.029
79 C -1.483 5.408 0.767
80 C 0.009 5.543 0.616
81 C -1.589 1.181 1.717
82 C -1.671 1.575 3.057
83 C -1.315 2.956 3.534
84 C -2.098 0.628 3.981
85 C -2.433 -0.667 3.608
86 C -2.881 -1.678 4.624
87 C -2.338 -1.020 2.266
88 C -1.922 -0.116 1.300
89 C -1.898 -0.549 -0.140
90 H 4.121 2.832 1.866
91 H 4.449 1.376 0.880
92 H 3.821 1.233 2.536
93 H -3.836 2.120 -0.152
94 H -5.296 2.914 0.429
95 H -4.190 2.149 1.571
96 H -5.322 5.124 1.140
97 H -5.515 7.467 1.425
98 H -4.217 8.468 0.767
99 H -4.222 8.048 2.474
100 H -1.772 7.492 1.114
101 H 0.309 6.586 0.699
102 H 0.347 5.186 -0.362
103 H 0.546 4.974 1.378
104 H -0.363 3.288 3.116
105 H -1.226 2.967 4.619
106 H -2.082 3.681 3.254
107 H -2.155 0.909 5.026
108 H -2.922 -1.248 5.624
109 H -2.197 -2.529 4.643
110 H -3.870 -2.065 4.377
111 H -2.597 -2.028 1.961
112 H -1.882 -1.635 -0.217
113 H -1.025 -0.180 -0.681
114 H -2.784 -0.193 -0.674

Atom charges from the Löwdin analysis, given in e for atoms 1 to 2:
1 Mo 1.573
2 O 0.067



# 3
Computed, not measured: a structure of composition C9H14N2OsPS in a non-equilibrium geometry, with wB97M-V/def2-TZVPD.

Its multiplicity is 5. Its expectation value of S² is 6.02. The calculation puts the energy relative to the best compared isomer or geometry (same formula, charge and spin) at 0.6049 eV. As for the highest occupied orbital energy (alpha / beta): -9.49 / -11.63 eV. As for the net charge: +1. For the orbital gap (alpha / beta), the calculation gives 6.847 / 6.749 eV.

Cartesian coordinates (Å):
1 C 0.635 0.415 -1.613
2 C 0.111 -0.148 -2.788
3 C -0.286 -1.492 -2.900
4 C -0.199 -2.388 -1.819
5 C 0.097 -1.980 -0.503
6 Os -0.207 -0.198 -0.005
7 P -0.035 2.016 0.815
8 H 1.285 1.303 -1.710
9 H 0.058 0.493 -3.678
10 H -0.589 -1.881 -3.882
11 H 0.266 -2.804 0.221
12 H -0.387 -3.456 -1.992
13 H -1.142 2.622 1.483
14 H 0.188 3.015 -0.176
15 H 1.104 2.253 1.659
16 C 0.554 -2.060 4.236
17 N 0.273 -0.648 4.393
18 C 0.610 0.118 5.502
19 C 0.172 1.380 5.262
20 N -0.452 1.350 4.019
21 C -0.414 0.094 3.490
22 S -1.154 -0.578 2.094
23 H -0.362 -2.629 4.066
24 H 1.221 -2.240 3.387
25 H 1.015 -2.396 5.166
26 H 1.085 -0.328 6.358
27 H 0.254 2.274 5.853
28 H -0.864 2.150 3.549

Atom charges from the natural (NBO) analysis, given in e for atoms 1 to 2:
1 C -0.498
2 C -0.183



> Among the records above, which one has the lowest net charge?

C44H60LiNPSbSi2



> The lowest net charge belongs to which entry?

C44H60LiNPSbSi2



> Which of these has the lowest net charge?

C44H60LiNPSbSi2